Computed, not measured: a molecular structure, CHKLiO3 at a distorted geometry, with wB97M-V/def2-TZVPD.

```
7
Properties=species:S:1:pos:R:3
O 1.17838 1.05674 0.19842
C -0.05730 1.12315 0.34297
H -0.68586 1.84181 -0.10446
O -0.32286 -0.88856 -0.28845
O -0.83327 0.09202 0.21538
Li -1.38237 -2.21136 0.26105
K 2.10329 -1.01380 -0.62492
```

Its charge is +1. For the orbital gap, the calculation gives 8.48 eV.

Electronic structure analysis, Mulliken charges in units of e: O -0.648; C 0.169; H 0.376; O -0.867; O 0.022; Li 0.910; K 1.037


Computed, not measured: a molecular structure, CHKO2 at a distorted geometry, with wB97M-V/def2-TZVPD.

```
5
Properties=species:S:1:pos:R:3
H -1.45648 -0.84490 0.07863
O 0.54899 -0.96286 0.00068
C -0.50361 -0.27891 -0.07728
O -0.54808 0.97430 -0.00648
K 1.95917 1.11237 0.00446
```

For the orbital gap, the calculation gives 8.36 eV.

Electronic structure analysis, Mulliken charges in units of e: H 0.365; O -0.808; C 0.293; O -0.806; K 0.956


Computed, not measured: a molecular structure, CHN2O2P at a distorted geometry, with wB97M-V/def2-TZVPD.

```
7
Properties=species:S:1:pos:R:3
C -1.29240 -0.94667 0.47728
N -1.32219 -2.05942 0.71999
N 2.02792 0.60286 0.21682
O 2.52573 0.63328 -0.86423
O 0.77169 0.59872 0.50541
P -1.46508 0.76577 0.08890
H -1.24566 0.40547 -1.14416
```

For the orbital gap (alpha / beta), the calculation gives 6.54 / 8.24 eV.

Electronic structure analysis, Mulliken charges in units of e: C 0.353; N -0.308; N 0.541; O -0.384; O -0.414; P 0.159; H 0.054


Computed, not measured: 2 unconnected molecules or ions with the total composition CHN2O3P at a distorted geometry, with wB97M-V/def2-TZVPD.

```
8
Properties=species:S:1:pos:R:3
C 0.70567 0.36383 1.14006
N -0.18781 0.94295 2.19799
N 0.74021 0.19904 2.51492
O -1.86737 0.21515 -1.54497
O 0.42543 -0.25501 -2.56108
O -0.70904 -2.06024 -1.10448
P -0.63150 -0.62965 -1.55270
H 1.52441 1.22393 0.91026
```

Its charge is -2. For the orbital gap, the calculation gives 6.15 eV.

Electronic structure analysis, Mulliken charges in units of e: C -0.060; N -0.340; N -0.384; O -0.657; O -0.677; O -0.652; P 0.821; H -0.050


Computed, not measured: 2 unconnected molecules or ions with the total composition CHN2O4 at a distorted geometry, with wB97M-V/def2-TZVPD.

```
8
Properties=species:S:1:pos:R:3
C -1.72048 0.51677 -0.02530
N 1.23755 0.57427 -0.35656
N 0.80065 -0.55481 0.01301
O -1.56809 0.70035 1.13088
O -2.16231 0.67646 -1.07210
O -0.37962 -0.89659 -0.26296
O 1.56423 -1.39848 0.66296
H 2.22807 0.38203 -0.08994
```

The expectation value of S² is 2.0086. As for the spin multiplicity: 3. Its charge is -1. For the orbital gap (alpha / beta), the calculation gives 5.40 / 7.13 eV.

Electronic structure analysis, Mulliken charges in units of e: C 0.716; N -0.692; N 1.078; O -0.480; O -0.456; O -0.709; O -0.704; H 0.247


Computed, not measured: 2 unconnected molecules or ions with the total composition CHN2O5 at a distorted geometry, with wB97M-V/def2-TZVPD.

```
9
Properties=species:S:1:pos:R:3
C -1.96719 0.35655 0.25715
N 0.60619 0.60421 -0.17693
N 0.44606 -0.63717 -0.04335
O -2.00841 0.45276 1.40159
O -0.72752 -1.10526 0.10092
O -2.35069 0.65725 -0.83266
O 1.45330 -1.42526 -0.10835
O 1.92387 0.93531 -0.41807
H 2.62438 0.16161 -0.18030
```

Its charge is -1. For the orbital gap, the calculation gives 8.79 eV.

Atom charges from the Mulliken analysis, given in e for atoms 1 to 8: C 0.777; N -0.406; N 1.275; O -0.443; O -0.682; O -0.532; O -0.872; O -0.471


Computed, not measured: 2 unconnected molecules or ions with the total composition CHN2OS at a distorted geometry, with wB97M-V/def2-TZVPD.

```
6
Properties=species:S:1:pos:R:3
C -0.29200 -0.20587 -1.51429
N 0.41145 -0.20523 1.74840
N 0.06132 0.92221 1.68786
O -0.11064 -1.02853 -0.65582
S -0.33717 1.29069 -2.07706
H 0.26705 -0.77328 0.81092
```

Its charge is -1. For the orbital gap (alpha / beta), the calculation gives 4.12 / 4.12 eV.

Electronic structure analysis, Mulliken charges in units of e: C 0.165; N -0.256; N -0.408; O -0.404; S -0.383; H 0.286


Computed, not measured: CHN3O in the gas phase at a distorted geometry, with wB97M-V/def2-TZVPD.

```
6
Properties=species:S:1:pos:R:3
O -1.15967 0.33324 -1.23102
C -0.15140 0.63156 -0.62292
N 0.51599 -0.40426 0.10690
N -0.28045 -1.32619 0.86326
N 0.50668 -0.66388 1.49288
H 0.56885 1.42953 -0.60911
```

Its structure (SMILES) is O=CN1N=N1. For the orbital gap, the calculation gives 10.10 eV.

Electronic structure analysis, Mulliken charges in units of e: O -0.457; C 0.213; N 0.010; N -0.032; N -0.052; H 0.318


In kcal/mol, the relative energy (zero: lowest compared OMol25 entry of this formula, charge and spin) values for the records above are, in order, 0.0, 0.0, 43.1, 112.3, 0.0, 14.8, 50.0, 124.2.